Record 1
A molecular structure, C37H41CsF3N9O3P2S3. Source: OMol25; level of theory: the ωB97M-V functional and the def2-TZVPD basis.

Atoms and positions in Å:
Cs1 0.437 0.129 -2.202
S1 -2.252 -1.535 1.911
P1 -0.357 -2.163 1.591
C1 0.686 -1.252 0.682
P2 2.091 -0.500 1.142
S2 2.683 1.151 0.131
C2 2.147 -0.008 2.916
C3 1.326 1.059 3.284
C4 1.264 1.482 4.600
C5 2.026 0.845 5.575
C6 2.842 -0.218 5.219
C7 2.900 -0.644 3.896
C8 3.564 -1.619 1.005
C9 4.855 -1.188 1.309
C10 5.937 -2.041 1.169
C11 5.749 -3.338 0.698
C12 4.473 -3.769 0.371
C13 3.388 -2.911 0.530
C14 0.293 -2.710 3.238
C15 -0.196 -2.168 4.421
C16 0.344 -2.539 5.646
C17 1.372 -3.470 5.704
C18 1.868 -4.017 4.528
C19 1.336 -3.632 3.306
C20 -0.584 -3.827 0.805
C21 -0.281 -4.019 -0.537
C22 -0.464 -5.257 -1.144
C23 -0.945 -6.329 -0.407
C24 -1.263 -6.146 0.934
C25 -1.092 -4.906 1.528
H1 0.747 1.575 2.527
H2 0.624 2.317 4.860
H3 1.979 1.174 6.607
H4 3.426 -0.733 5.973
H5 3.528 -1.486 3.638
H6 5.000 -0.167 1.642
H7 6.935 -1.694 1.414
H8 6.598 -4.002 0.577
H9 4.316 -4.771 -0.010
H10 2.380 -3.225 0.274
H11 -1.010 -1.455 4.364
H12 -0.036 -2.093 6.558
H13 1.793 -3.760 6.661
H14 2.677 -4.738 4.559
H15 1.736 -4.055 2.393
H16 0.069 -3.175 -1.122
H17 -0.227 -5.380 -2.194
H18 -1.078 -7.298 -0.874
H19 -1.650 -6.975 1.518
H20 -1.359 -4.764 2.569
N1 -4.246 0.776 -2.341
C26 -3.838 1.937 -2.847
N2 -4.781 2.773 -3.325
C27 -4.302 3.895 -3.836
N3 -5.209 4.772 -4.372
N4 -3.018 4.256 -3.901
C28 -2.181 3.363 -3.370
N5 -2.516 2.204 -2.833
C29 -0.732 3.721 -3.404
C30 -0.237 4.515 -4.430
C31 1.118 4.799 -4.439
C32 1.912 4.310 -3.417
C33 1.320 3.538 -2.427
N6 0.026 3.237 -2.426
H21 -5.230 0.584 -2.381
H22 -3.596 0.035 -2.045
H23 -6.160 4.646 -4.071
H24 -4.877 5.714 -4.482
H25 -0.905 4.866 -5.202
H26 1.548 5.383 -5.243
H27 2.977 4.501 -3.388
H28 1.903 3.122 -1.610
N7 -0.148 3.875 1.620
C34 -1.572 4.199 1.668
C35 -2.404 2.990 2.096
C36 -2.721 2.049 0.937
N8 -1.506 1.592 0.274
H29 0.395 4.683 1.340
H30 0.000 3.141 0.928
H31 -1.972 4.563 0.707
H32 -1.706 5.010 2.392
H33 -3.346 3.333 2.540
H34 -1.859 2.442 2.870
H35 -3.328 2.597 0.206
H36 -3.327 1.210 1.301
H37 -1.648 1.543 -0.726
H38 -1.205 0.686 0.635
N9 -2.660 -1.558 -1.557
H39 -3.286 -2.337 -1.377
H40 -2.203 -1.402 -0.654
H41 -1.974 -1.900 -2.222
F1 -0.508 2.288 -7.480
C37 -1.009 1.271 -6.756
F2 -1.725 0.502 -7.593
F3 -1.866 1.800 -5.870
S3 0.331 0.304 -5.933
O1 1.089 -0.202 -7.052
O2 0.997 1.305 -5.121
O3 -0.411 -0.684 -5.170

## Properties
- Orbital gap: 5.49 eV
- Charge: -2
- Max |F|: 0.2 eV Å⁻¹
- Energy relative to the best compared isomer or geometry (same formula, charge and spin): 0.00 kcal per mole

***

Record 2
A molecular structure, C19H34N3O5P2Tl at a distorted geometry. Source: OMol25; level of theory: the ωB97M-V functional and the def2-TZVPD basis.

Atoms and positions in Å:
Tl1 -1.201 1.169 0.187
P1 0.551 2.326 -1.411
C1 0.779 1.662 -3.095
C2 0.218 0.275 -3.297
N1 -0.368 -0.362 -2.276
C3 -0.836 -1.604 -2.455
C4 -0.623 -2.311 -3.650
C5 0.066 -1.683 -4.688
C6 0.491 -0.371 -4.509
C7 -1.572 -2.268 -1.304
P2 -2.527 -1.106 -0.287
H1 0.963 0.197 -5.307
H2 -0.956 -3.347 -3.720
H3 0.232 -2.194 -5.634
H4 -2.241 -3.063 -1.665
H5 -0.826 -2.702 -0.621
H6 0.334 2.397 -3.765
H7 1.866 1.650 -3.288
H8 -2.964 3.374 -3.676
O1 -2.272 3.441 -4.348
H9 -2.749 3.560 -5.187
H10 -4.221 2.340 -1.111
O2 -4.399 2.962 -1.824
H11 -5.110 2.514 -2.314
C8 -4.099 -0.963 -1.218
H12 -4.544 -1.968 -1.328
H13 -4.797 -0.311 -0.663
H14 -3.894 -0.532 -2.213
C9 -2.978 -2.167 1.118
H15 -3.591 -1.585 1.822
H16 -3.552 -3.038 0.764
H17 -2.055 -2.494 1.621
C10 2.283 2.028 -0.891
H18 2.925 2.499 -1.653
H19 2.512 2.430 0.105
H20 2.461 0.942 -0.891
C11 0.477 4.144 -1.557
H21 0.486 4.606 -0.556
H22 1.327 4.517 -2.149
H23 -0.470 4.379 -2.065
C12 3.906 -0.109 2.431
C13 3.167 -1.262 3.092
C14 1.711 -0.938 3.499
C15 1.055 -2.121 4.274
C16 1.246 -3.479 3.630
C17 1.689 0.297 4.427
O3 2.027 0.259 5.602
N2 1.328 1.505 3.857
C18 0.680 1.702 2.629
O4 0.315 2.820 2.276
N3 0.490 0.573 1.884
C19 0.885 -0.666 2.216
O5 0.587 -1.620 1.464
H24 3.532 0.085 1.417
H25 4.966 -0.368 2.347
H26 3.836 0.814 3.021
H27 3.124 -2.121 2.410
H28 3.706 -1.585 3.997
H29 1.435 -2.124 5.306
H30 -0.020 -1.889 4.344
H31 2.238 -3.890 3.843
H32 0.496 -4.163 4.031
H33 1.102 -3.383 2.550
H34 1.373 2.323 4.453

## Properties
- Orbital gap: 5.16 eV
- Charge: +2
- Max |F|: 3.1 eV Å⁻¹
- Energy relative to the best compared isomer or geometry (same formula, charge and spin): 0.00 kcal per mole

***

Record 3
A gas-phase ion, C5H6F3N2O2S (charge +1) at a distorted geometry. Source: OMol25; level of theory: the ωB97M-V functional and the def2-TZVPD basis.

Atoms and positions in Å:
C1 -1.370 -1.848 -0.605
C2 -0.168 -1.839 -0.035
C3 -0.869 0.182 0.118
C4 -1.109 1.592 0.476
C5 2.640 0.330 -0.792
N1 -1.852 -0.555 -0.497
N2 0.146 -0.540 0.358
O1 2.534 -1.076 1.659
O2 -1.768 1.658 1.680
F1 1.720 1.048 -1.430
F2 3.627 1.093 -0.460
F3 2.912 -0.731 -1.526
S1 1.780 -0.014 1.106
H1 -1.963 -2.664 -1.062
H2 0.592 -2.591 0.034
H3 -1.560 2.024 -0.433
H4 -2.441 2.353 1.705
H5 -0.063 1.917 0.540
H6 -2.786 -0.341 -0.837

## Properties
- Orbital gap: 10.40 eV
- Charge: +1
- Max |F|: 5.3 eV Å⁻¹
- Energy relative to the best compared isomer or geometry (same formula, charge and spin): 7.48 kcal per mole

***

E_tot: -118379.19554 -58220.04556 -31336.27312 (eV)
LUMO energy: 0.138 -0.349 -0.145 (Eh)